[1]
The following is a quantum chemistry calculation of a molecular structure, C19H44Cl2O2P2Pr, from OMol25.

Summary:
**E_LUMO (alpha / beta)**: 0.100 / 0.100 hartree
**2S+1**: 3
**⟨S²⟩**: 2.007
**Frontier orbital gap (alpha / beta)**: 5.74 / 5.72 eV
**Highest occupied orbital energy (alpha / beta)**: -3.0 / -3.0 eV
**Charge**: -1

Geometry as XYZ:
```
70
C19H44Cl2O2P2Pr (wB97M-V/def2-TZVPD)
Pr 0.649 -0.377 0.785
Cl 0.968 0.161 -1.867
P -0.523 -2.811 -0.266
C 0.686 -3.680 -1.394
C -0.739 -3.896 1.224
C -2.106 -2.827 -1.221
C 2.089 -3.068 -1.366
H 0.256 -3.486 -2.391
C 0.745 -5.190 -1.155
H 1.188 -5.419 -0.178
H 1.403 -5.623 -1.921
H -0.231 -5.681 -1.230
H 2.085 -2.053 -1.794
H 2.751 -3.689 -1.980
H 2.519 -3.016 -0.357
H -1.806 -2.277 -2.134
C -3.251 -2.041 -0.559
C -2.497 -4.259 -1.603
H -1.789 -4.695 -2.318
H -3.488 -4.236 -2.077
H -2.563 -4.913 -0.719
H -2.899 -1.247 0.113
H -3.924 -2.708 -0.002
H -3.843 -1.569 -1.358
C 0.484 -3.776 2.151
H -0.788 -4.918 0.822
C -2.021 -3.599 2.006
H 1.449 -3.905 1.639
H 0.409 -4.554 2.925
H 0.496 -2.804 2.681
H -2.058 -2.538 2.293
H -1.999 -4.178 2.940
H -2.928 -3.864 1.458
Cl -1.149 -0.179 2.748
H -1.226 0.520 -0.077
P 0.333 2.939 -0.306
C -0.595 3.652 -1.739
C -0.130 3.958 1.189
C 2.130 3.195 -0.724
C -1.891 2.864 -1.965
H 0.069 3.451 -2.597
C -0.823 5.156 -1.637
H -1.536 5.401 -0.844
H -1.248 5.517 -2.582
H 0.095 5.713 -1.459
H -1.673 1.819 -2.208
H -2.451 3.312 -2.797
H -2.534 2.878 -1.077
H 2.181 2.664 -1.693
C 3.103 2.464 0.225
C 2.485 4.667 -0.937
H 2.016 5.061 -1.845
H 3.573 4.759 -1.058
H 2.189 5.289 -0.084
H 2.666 2.178 1.194
H 3.984 3.092 0.430
H 3.460 1.534 -0.248
C -1.603 3.685 1.509
H 0.016 5.012 0.912
C 0.756 3.629 2.395
H -2.290 4.114 0.773
H -1.846 4.115 2.487
H -1.784 2.601 1.572
H 0.647 2.573 2.694
H 0.436 4.243 3.247
H 1.817 3.835 2.210
O 2.345 0.291 2.537
C 3.053 -0.742 2.303
O 2.778 -1.569 1.368
H 3.925 -0.956 2.935
```



[2]
The following is a quantum chemistry calculation of 4 unconnected molecules or ions with the total composition C19H44ClN2O5, from OMol25.

Summary:
**E_LUMO**: -0.104 hartree
**Frontier orbital gap**: 9.19 eV
**Highest occupied orbital energy**: -12.0 eV
**Charge**: +1

Geometry as XYZ:
```
71
C19H44ClN2O5 (wB97M-V/def2-TZVPD)
C -2.875 1.647 0.995
C -4.007 1.627 -0.051
C -4.257 0.272 -0.755
N -3.069 -0.576 -0.921
C -2.405 -0.547 -2.223
C -2.062 0.876 -2.627
N -0.965 1.462 -1.788
C 0.265 0.599 -1.782
C -0.144 -0.747 -1.204
C 1.033 -1.580 -0.698
C 1.783 -0.881 0.449
C 0.881 -0.500 1.620
C 1.663 -0.224 2.900
C 2.727 0.857 2.714
O 2.196 1.936 1.964
C 3.118 2.624 1.139
C -1.146 -1.445 -2.142
C -0.674 -1.747 -3.572
C 0.697 -2.335 -3.666
O 1.674 -1.750 -4.018
Cl 0.784 -4.029 -3.177
H -2.011 2.230 0.665
H -2.563 0.654 1.303
H -3.221 2.153 1.895
H -3.794 2.381 -0.811
H -4.933 1.918 0.438
H -4.729 0.475 -1.723
H -4.993 -0.290 -0.185
H -3.345 -1.534 -0.749
H -3.042 -0.929 -3.033
H -1.724 0.900 -3.661
H -2.913 1.545 -2.554
H -0.737 2.394 -2.128
H -1.291 1.542 -0.820
H 0.651 0.547 -2.799
H 1.007 1.085 -1.153
H -0.740 -0.510 -0.319
H 0.624 -2.519 -0.318
H 1.754 -1.814 -1.476
H 2.558 -1.568 0.792
H 2.280 0.005 0.056
H 0.346 0.425 1.383
H 0.125 -1.270 1.785
H 0.981 0.074 3.695
H 2.171 -1.142 3.204
H 3.607 0.437 2.222
H 3.031 1.219 3.698
H 2.589 2.959 0.244
H 3.935 1.976 0.812
H 3.520 3.504 1.636
H -1.455 -2.366 -1.649
H -1.373 -2.452 -4.025
H -0.658 -0.863 -4.205
C -2.925 -1.825 3.908
O -3.569 -1.380 2.712
H -3.488 -1.415 4.741
H -2.930 -2.914 3.983
H -1.896 -1.462 3.968
H -3.085 -1.746 1.968
C 2.022 6.703 3.034
O 2.341 5.434 2.466
H 2.800 7.394 2.723
H 1.059 7.075 2.674
H 2.007 6.661 4.125
H 1.665 4.804 2.729
C 4.417 -5.940 -2.498
O 3.962 -4.796 -1.781
H 5.410 -6.175 -2.124
H 3.769 -6.805 -2.331
H 4.485 -5.742 -3.570
H 3.084 -4.574 -2.101
```



[3]
The following is a quantum chemistry calculation of 9 unconnected molecules or ions with the total composition C19H45BrN11O18, from OMol25.

Summary:
**E_LUMO**: -0.106 hartree
**Frontier orbital gap**: 8.37 eV
**Highest occupied orbital energy**: -11.3 eV
**Charge**: +1

Geometry as XYZ:
```
94
C19H45BrN11O18 (wB97M-V/def2-TZVPD)
C -2.261 -1.974 4.171
C -1.052 -1.629 3.719
C -0.564 -0.218 3.759
N 0.013 0.259 2.471
C 1.459 0.307 2.518
O 1.937 -0.940 2.945
C 1.995 0.503 1.107
N 1.452 1.737 0.423
C 1.128 1.517 -1.031
C -0.103 0.630 -1.239
O -0.397 -0.195 -0.405
N -0.786 0.878 -2.400
C -1.917 -0.049 -2.568
C 0.089 0.885 -3.593
C 0.341 2.425 1.187
C -0.481 1.589 2.188
Br -2.352 1.523 1.641
H -3.144 -1.358 4.027
H -2.414 -2.930 4.660
H -0.388 -2.366 3.278
H 0.196 -0.165 4.545
H -1.371 0.444 4.064
H 1.814 1.108 3.196
H 2.735 -0.823 3.469
H 1.769 -0.378 0.520
H 3.080 0.598 1.160
H 2.226 2.396 0.383
H 2.015 1.085 -1.496
H 0.934 2.503 -1.452
H -1.589 -1.089 -2.627
H -2.626 0.089 -1.757
H -2.428 0.201 -3.493
H 0.742 0.007 -3.599
H -0.531 0.899 -4.481
H 0.721 1.775 -3.616
H 0.792 3.264 1.715
H -0.322 2.851 0.438
H -0.508 2.169 3.117
C -3.448 1.405 6.643
N -2.415 2.451 6.401
O -1.498 2.188 5.641
O -2.563 3.503 6.974
H -3.187 0.526 6.064
H -3.451 1.200 7.709
H -4.400 1.828 6.335
C -0.163 4.774 -5.557
N -0.050 3.476 -6.280
O 0.838 3.354 -7.092
O -0.871 2.623 -6.001
H 0.626 5.427 -5.908
H -1.147 5.178 -5.774
H -0.071 4.562 -4.496
C -6.157 -1.706 -3.640
N -5.158 -0.605 -3.712
O -4.278 -0.683 -4.546
O -5.282 0.311 -2.925
H -5.907 -2.439 -4.396
H -6.104 -2.134 -2.645
H -7.132 -1.259 -3.812
C 4.199 -3.104 -0.440
N 5.125 -1.954 -0.620
O 6.072 -2.085 -1.360
O 4.881 -0.933 0.003
H 4.548 -3.929 -1.051
H 4.208 -3.360 0.616
H 3.207 -2.777 -0.740
C 8.009 0.510 -1.127
N 8.814 1.760 -1.208
O 9.800 1.760 -1.908
O 8.409 2.703 -0.557
H 8.466 -0.248 -1.751
H 7.989 0.210 -0.083
H 7.008 0.752 -1.467
C -3.898 6.037 4.799
N -5.082 5.143 4.663
O -5.631 5.080 3.585
O -5.413 4.536 5.660
H -3.719 6.510 3.842
H -4.132 6.764 5.570
H -3.062 5.417 5.113
C -7.440 -6.416 -4.074
N -6.592 -5.239 -3.738
O -5.594 -5.045 -4.398
O -6.960 -4.540 -2.814
H -6.984 -6.932 -4.910
H -7.485 -7.042 -3.188
H -8.428 -6.039 -4.322
C 7.871 -5.207 -0.017
N 6.637 -6.043 0.004
O 5.919 -6.017 -0.977
O 6.433 -6.696 1.002
H 7.913 -4.687 -0.966
H 7.808 -4.518 0.820
H 8.716 -5.877 0.112
```



[4]
The following is a quantum chemistry calculation of 3 unconnected molecules or ions with the total composition C19H45F2NO10P2S, from OMol25.

Summary:
**E_LUMO**: 0.014 hartree
**SMILES**: CCCCCCCN(F)S(=O)(=O)F.CCOP(=O)(OCC)OCC.CCOP(=O)(OCC)OCC
**Frontier orbital gap**: 10.73 eV
**Highest occupied orbital energy**: -10.4 eV
**Charge**: 0

Geometry as XYZ:
```
80
C19H45F2NO10P2S (wB97M-V/def2-TZVPD)
C 3.931 3.908 2.308
C 4.133 4.885 1.133
C 2.924 5.790 0.785
C 1.566 5.310 1.298
C 0.409 5.947 0.506
C -0.830 6.300 1.342
C -1.325 5.200 2.296
N -1.018 3.837 1.816
F -1.250 2.993 2.915
S -2.113 3.203 0.661
O -3.307 2.800 1.305
O -1.417 2.234 -0.103
F -2.359 4.430 -0.248
H 4.888 3.784 2.821
H 3.231 4.268 3.059
H 3.668 2.913 1.952
H 4.977 5.532 1.380
H 4.441 4.309 0.260
H 2.854 5.819 -0.308
H 3.131 6.817 1.090
H 1.501 4.224 1.274
H 1.443 5.633 2.338
H 0.120 5.344 -0.357
H 0.789 6.893 0.109
H -1.643 6.532 0.653
H -0.671 7.201 1.936
H -2.411 5.281 2.423
H -0.909 5.312 3.294
O 3.013 -3.180 0.350
P 3.464 -1.942 0.995
O 4.288 -1.012 -0.012
C 4.079 -1.063 -1.427
C 3.205 0.081 -1.900
O 4.600 -2.312 2.061
C 4.858 -3.667 2.434
C 6.055 -4.212 1.686
O 2.773 -0.875 1.940
C 1.675 -0.073 1.463
C 0.535 -0.894 0.897
H 3.649 -2.021 -1.722
H 5.065 -0.992 -1.887
H 2.191 -0.011 -1.505
H 3.144 0.084 -2.989
H 3.608 1.039 -1.569
H 3.979 -4.289 2.269
H 5.057 -3.658 3.507
H 5.910 -4.118 0.609
H 6.215 -5.263 1.928
H 6.954 -3.651 1.946
H 2.049 0.647 0.732
H 1.329 0.498 2.323
H 0.850 -1.470 0.023
H -0.280 -0.235 0.594
H 0.161 -1.602 1.636
O -5.892 -3.416 -1.995
P -4.515 -3.651 -1.545
O -3.625 -4.342 -2.677
C -3.917 -4.181 -4.069
C -3.011 -3.151 -4.710
O -4.537 -4.805 -0.435
C -5.761 -5.265 0.138
C -6.211 -6.552 -0.519
O -3.449 -2.774 -0.768
C -2.915 -1.574 -1.354
C -3.971 -0.580 -1.783
H -4.965 -3.917 -4.219
H -3.757 -5.156 -4.532
H -3.206 -2.154 -4.307
H -3.178 -3.118 -5.787
H -1.963 -3.388 -4.525
H -6.535 -4.501 0.068
H -5.561 -5.434 1.197
H -6.303 -6.421 -1.598
H -7.175 -6.872 -0.122
H -5.480 -7.343 -0.346
H -2.256 -1.839 -2.185
H -2.291 -1.106 -0.594
H -4.630 -0.968 -2.562
H -3.475 0.315 -2.161
H -4.599 -0.312 -0.932
```



[5]
The following is a quantum chemistry calculation of a molecular structure, C19H45IrN6O4PSb, from OMol25.

Summary:
**E_LUMO (alpha / beta)**: -0.194 / -0.210 hartree
**Relative energy (zero: lowest compared OMol25 entry of this formula, charge and spin)**: 145.7 kJ/mol
**Frontier orbital gap (alpha / beta)**: 7.07 / 6.72 eV
**Highest occupied orbital energy (alpha / beta)**: -12.3 / -12.4 eV
**Charge**: +2

Geometry as XYZ:
```
77
C19H45IrN6O4PSb (wB97M-V/def2-TZVPD)
Ir 0.904 -0.423 -0.517
N 1.735 0.549 1.189
C 0.672 1.247 1.969
C 1.006 1.353 3.454
C 1.063 0.003 4.201
C 0.226 0.011 5.483
N -1.181 0.191 5.129
C -2.207 -0.510 5.575
N -2.154 -1.165 6.739
N -3.310 -0.563 4.825
C -0.711 0.615 1.674
O -1.605 0.712 2.517
O -0.861 0.086 0.524
H 2.183 -0.132 1.798
H 2.456 1.219 0.944
H 0.611 2.252 1.554
H 0.253 2.004 3.902
H 1.951 1.889 3.563
H 2.089 -0.244 4.476
H 0.698 -0.809 3.562
H 0.551 0.828 6.132
H 0.356 -0.927 6.025
H -1.345 0.649 4.219
H -1.451 -0.935 7.421
H -2.929 -1.727 7.048
H -3.285 -0.179 3.890
H -4.192 -0.858 5.206
C -0.709 -4.485 -0.028
C -0.195 -3.148 -0.433
N 0.642 -2.441 0.240
O 1.023 -2.967 1.476
C -0.629 -2.541 -1.704
C -1.528 -3.253 -2.655
N -0.131 -1.368 -1.935
O -0.371 -0.729 -3.047
H -0.385 -4.752 0.971
H -0.355 -5.240 -0.734
H -1.798 -4.490 -0.074
H 1.987 -2.908 1.476
H -2.510 -3.419 -2.207
H -1.121 -4.230 -2.920
H -1.647 -2.664 -3.559
C -3.517 0.902 -1.647
C -2.740 1.336 -2.886
Sb -0.647 1.511 -2.576
C 0.133 1.788 -4.531
C -0.473 2.989 -5.253
C -0.397 3.521 -1.759
C -0.870 3.692 -0.330
H -4.584 0.850 -1.870
H -3.386 1.597 -0.818
H -3.199 -0.083 -1.304
H -3.062 2.315 -3.247
H -2.851 0.625 -3.704
H -0.063 0.854 -5.058
H 1.216 1.889 -4.436
H -1.554 2.894 -5.359
H -0.056 3.074 -6.257
H -0.265 3.926 -4.736
H -0.964 4.158 -2.443
H 0.664 3.743 -1.888
H -1.941 3.513 -0.235
H -0.679 4.708 0.019
H -0.369 3.007 0.339
C 2.636 -0.914 -3.479
P 2.820 -0.658 -1.697
C 3.905 -2.018 -1.181
C 3.902 0.798 -1.589
H 3.618 -0.960 -3.951
H 2.052 -0.104 -3.911
H 2.100 -1.844 -3.669
H 4.798 -2.060 -1.806
H 3.373 -2.967 -1.267
H 4.214 -1.881 -0.143
H 4.287 0.916 -0.574
H 3.349 1.694 -1.868
H 4.756 0.687 -2.257
```



[6]
The following is a quantum chemistry calculation of 3 unconnected molecules or ions with the total composition C19H46N2O7PS4, from OMol25.

Summary:
**E_LUMO**: -0.134 hartree
**Frontier orbital gap**: 6.85 eV
**Highest occupied orbital energy**: -10.5 eV
**Charge**: +1

Geometry as XYZ:
```
79
C19H46N2O7PS4 (wB97M-V/def2-TZVPD)
C -3.481 1.596 -1.284
C -2.139 2.413 -1.289
C -1.789 2.827 0.183
C -0.468 2.198 0.786
C -0.389 0.632 0.727
C 0.400 0.035 1.991
P 1.934 0.960 2.513
O 2.555 2.013 1.402
O 3.189 -0.132 2.858
S 1.580 1.935 4.162
N 0.578 -1.468 1.874
C -0.370 -2.133 0.930
C -0.575 -1.431 -0.458
C -2.076 -1.619 -0.925
C -2.270 -3.140 -1.305
C -3.028 -3.888 -0.135
S -3.969 -5.327 -0.775
O -5.050 -5.602 0.202
O -4.539 -5.062 -2.113
O -2.996 -6.673 -0.799
N -0.144 -0.025 -0.540
C 1.130 0.093 -1.231
C 1.615 1.521 -1.654
C 2.363 -0.702 -0.613
C 3.372 -0.908 -1.826
H -3.576 0.871 -2.113
H -4.369 2.256 -1.280
H -3.515 1.015 -0.335
H -2.370 3.360 -1.831
H -1.320 1.936 -1.849
H -1.696 3.932 0.259
H -2.626 2.555 0.863
H -0.534 2.439 1.878
H 0.423 2.726 0.415
H -1.451 0.351 0.965
H -0.301 0.168 2.843
H 3.519 1.985 1.508
H 2.846 -0.853 3.397
H 0.362 -1.846 2.802
H 1.564 -1.725 1.728
H -0.090 -3.203 0.828
H -1.361 -2.149 1.444
H 0.009 -2.020 -1.197
H -2.801 -1.255 -0.176
H -2.123 -1.064 -1.883
H -1.310 -3.679 -1.452
H -2.823 -3.255 -2.262
H -2.261 -4.278 0.567
H -3.674 -3.152 0.373
H -2.651 -6.773 0.100
H 0.994 -0.430 -2.210
H 2.504 1.860 -1.083
H 0.810 2.284 -1.643
H 1.957 1.492 -2.713
H 2.097 -1.734 -0.298
H 2.931 -0.112 0.131
H 2.868 -1.494 -2.607
H 4.221 -1.516 -1.435
H 3.813 0.038 -2.175
C -1.451 5.144 8.287
S -0.411 4.802 6.855
O -0.907 5.648 5.732
C -1.027 3.130 6.574
H -1.260 6.166 8.611
H -2.501 5.038 8.016
H -1.197 4.455 9.093
H -2.106 3.155 6.413
H -0.789 2.504 7.435
H -0.534 2.734 5.687
C 3.062 0.243 -6.832
S 3.107 -1.280 -5.870
O 3.871 -0.993 -4.617
C 4.212 -2.171 -6.981
H 2.450 0.968 -6.298
H 4.073 0.635 -6.950
H 2.619 0.042 -7.808
H 5.148 -1.622 -7.089
H 3.730 -2.291 -7.951
H 4.412 -3.151 -6.551
```



Number 1: calculated total energy -82208.8179 eV. Number 2: calculated total energy -46149.4371 eV. Number 3: calculated total energy -143690.7607 eV. Number 4: calculated total energy -77248.1406 eV. Number 5: calculated total energy -56216.0474 eV. Number 6: calculated total energy -90382.2890 eV.